{"formula": "C17H27BFN4O6PS", "method": "wB97M-V/def2-TZVPD", "elements": ["C", "N", "C", "C", "B", "C", "O", "O", "S", "O", "O", "O", "C", "F", "P", "O", "H", "H", "H", "H", "H", "H", "H", "H", "H", "H", "H", "H", "N", "C", "C", "C", "C", "H", "H", "H", "H", "H", "N", "C", "C", "C", "C", "H", "H", "H", "H", "H", "N", "C", "C", "C", "C", "H", "H", "H", "H", "H"], "coordinates": [[-5.386, -0.926, 0.785], [-4.623, -1.956, 0.059], [-3.508, -1.455, -0.722], [-2.139, -1.503, -0.026], [-1.022, -1.736, -1.193], [-0.874, -0.621, -2.271], [-0.211, -2.851, -1.187], [-1.691, -0.199, 0.519], [-0.648, -0.423, 1.670], [0.693, -0.219, 1.218], [-1.018, 0.285, 2.838], [-0.804, -2.032, 1.773], [-2.032, -2.384, 1.191], [-2.987, -2.030, 2.136], [-2.187, -4.235, 1.010], [-0.922, -4.975, 0.913], [-5.208, 0.075, 0.391], [-5.114, -0.924, 1.836], [-6.448, -1.130, 0.696], [-5.261, -2.407, -0.578], [-3.634, -0.424, -1.067], [-3.432, -2.061, -1.627], [-0.449, 0.295, -1.859], [-1.822, -0.359, -2.740], [-0.204, -0.951, -3.063], [-0.684, -3.632, -1.483], [-2.972, -4.556, 2.124], [-3.020, -4.358, -0.117], [-0.497, 2.976, 0.649], [-1.635, 3.087, -0.104], [-1.993, 4.409, -0.130], [-1.031, 5.121, 0.636], [-0.121, 4.208, 1.099], [-0.004, 2.122, 0.841], [-2.090, 2.222, -0.553], [-2.848, 4.819, -0.640], [-1.007, 6.181, 0.822], [0.761, 4.329, 1.705], [2.879, -2.017, -1.379], [3.278, -1.135, -2.345], [4.638, -0.996, -2.251], [5.074, -1.829, -1.185], [3.965, -2.445, -0.669], [1.929, -2.299, -1.212], [2.566, -0.683, -3.013], [5.251, -0.367, -2.875], [6.085, -1.960, -0.838], [3.856, -3.146, 0.140], [3.237, 1.564, 1.125], [4.049, 1.844, 0.063], [4.620, 3.070, 0.285], [4.133, 3.545, 1.533], [3.282, 2.591, 2.026], [2.683, 0.731, 1.226], [4.150, 1.151, -0.756], [5.311, 3.570, -0.373], [4.379, 4.478, 2.013], [2.708, 2.554, 2.937]], "forces_ev_per_angstrom": [[0.253, -0.132, 0.134], [-0.399, 0.219, -0.363], [0.103, 0.239, 0.513], [0.455, -0.268, -1.130], [0.101, 0.044, 0.254], [0.350, -0.171, -0.175], [-0.451, 0.452, -0.462], [-0.693, 0.064, 0.268], [1.569, 0.344, 0.709], [-0.330, -0.079, -0.560], [-0.609, -0.449, -0.126], [-0.191, 0.231, 0.063], [-0.367, 0.107, 0.748], [-0.098, -0.072, -0.092], [0.511, -0.335, -0.007], [0.184, -0.110, -0.157], [0.048, 0.083, -0.099], [-0.003, 0.040, 0.102], [-0.105, -0.080, 0.079], [0.015, -0.100, -0.077], [-0.109, 0.115, -0.048], [0.057, -0.097, -0.050], [-0.072, 0.130, 0.115], [-0.153, 0.129, 0.081], [0.055, -0.033, -0.057], [0.331, -0.655, 0.339], [-0.259, 0.213, -0.060], [-0.215, 0.161, 0.114], [-0.016, -0.038, -0.046], [0.025, -0.018, 0.015], [0.002, 0.009, -0.009], [-0.010, 0.004, -0.005], [0.003, 0.003, 0.045], [0.133, 0.089, -0.043], [-0.020, -0.014, 0.002], [-0.005, 0.005, -0.007], [0.000, 0.011, 0.001], [0.023, 0.002, -0.032], [-0.002, 0.068, -0.010], [-0.040, -0.020, 0.021], [0.023, -0.047, -0.025], [0.016, 0.008, -0.006], [-0.012, 0.039, 0.011], [-0.068, -0.109, 0.005], [0.008, 0.020, -0.012], [0.013, 0.004, -0.012], [0.008, 0.006, 0.004], [0.008, -0.006, 0.012], [-0.028, -0.060, -0.008], [-0.026, 0.003, -0.032], [-0.016, 0.017, 0.030], [0.008, 0.026, -0.003], [-0.042, -0.003, -0.004], [0.004, -0.001, -0.019], [0.004, -0.006, 0.042], [0.009, 0.009, -0.005], [0.006, 0.009, 0.008], [0.012, 0.000, 0.025]], "e_above_lowest_ev": 0.000, "total_charge": 0, "homo_energy_ev": -7.774, "e_lumo_ev": -0.45, "gap_ev": 7.32}



{"formula": "C17H27BN6Sc", "method": "wB97M-V/def2-TZVPD", "elements": ["Sc", "N", "C", "C", "C", "N", "C", "C", "N", "C", "H", "H", "H", "H", "H", "H", "H", "H", "H", "H", "H", "H", "H", "H", "H", "H", "C", "C", "C", "C", "N", "C", "C", "C", "C", "C", "C", "N", "H", "H", "H", "H", "H", "H", "H", "H", "B", "C", "N", "H", "H", "H"], "coordinates": [[-0.150, -0.191, 0.336], [3.173, 3.186, 3.515], [2.169, 2.144, 3.088], [2.841, 1.000, 2.324], [3.016, 1.196, 0.800], [2.226, 0.156, 0.076], [2.593, 2.591, 0.339], [1.191, 2.981, 0.812], [0.162, 2.189, 0.073], [0.997, 2.776, 2.332], [3.918, 2.757, 4.084], [2.724, 3.908, 4.098], [3.619, 3.660, 2.718], [1.770, 1.723, 4.019], [2.218, 0.112, 2.481], [3.808, 0.786, 2.781], [4.075, 1.066, 0.538], [2.669, -0.740, 0.312], [2.438, 0.286, -0.921], [2.642, 2.649, -0.752], [3.314, 3.326, 0.700], [1.044, 4.042, 0.569], [0.296, 2.409, -0.922], [-0.739, 2.621, 0.310], [0.140, 2.108, 2.475], [0.730, 3.722, 2.804], [-4.569, 0.356, -0.109], [-5.017, -0.956, -0.070], [-4.082, -1.981, -0.102], [-2.719, -1.681, -0.134], [-2.284, -0.392, -0.158], [-3.204, 0.584, -0.163], [-1.672, -2.734, -0.140], [-1.976, -4.095, -0.080], [-0.955, -5.034, -0.060], [0.358, -4.592, -0.144], [0.590, -3.229, -0.220], [-0.383, -2.305, -0.200], [-5.261, 1.184, -0.102], [-6.073, -1.181, -0.023], [-4.424, -3.002, -0.101], [-2.835, 1.605, -0.235], [-2.999, -4.433, -0.041], [-1.182, -6.087, 0.016], [1.182, -5.289, -0.154], [1.610, -2.864, -0.317], [-0.183, -0.209, 4.995], [-0.262, -0.317, 3.502], [-0.227, -0.329, 2.324], [-1.021, -0.888, 5.489], [0.868, -0.653, 5.326], [-0.371, 0.929, 5.288]], "forces_ev_per_angstrom": [[0.382, 0.411, -0.028], [0.242, 0.243, 0.174], [-0.617, -0.630, -0.200], [0.098, -0.043, -0.038], [0.212, 0.551, 0.302], [-0.078, -0.628, -0.394], [-0.364, -0.377, -0.052], [0.511, 0.209, 0.297], [-0.596, -0.094, -0.388], [-0.058, 0.094, -0.041], [-0.139, 0.170, -0.122], [0.157, -0.142, -0.123], [-0.056, -0.072, 0.303], [0.169, 0.201, -0.021], [0.223, 0.200, 0.187], [0.022, -0.149, 0.028], [-0.300, -0.057, 0.028], [-0.092, 0.148, -0.154], [-0.022, -0.179, 0.146], [0.101, 0.105, 0.016], [0.023, 0.017, -0.100], [-0.046, -0.258, 0.015], [-0.201, -0.033, 0.183], [0.153, -0.082, -0.170], [0.205, 0.228, 0.195], [-0.118, 0.005, 0.021], [0.241, -0.081, -0.024], [0.252, 0.146, -0.026], [0.502, 0.110, -0.001], [-0.455, -0.069, -0.007], [-0.050, -0.343, 0.000], [-0.285, 0.366, -0.038], [-0.072, -0.432, 0.004], [0.116, 0.482, -0.008], [0.148, 0.269, -0.039], [-0.086, 0.222, -0.023], [0.376, -0.275, -0.039], [-0.340, -0.068, 0.027], [0.019, 0.081, -0.023], [-0.055, -0.016, -0.019], [0.023, -0.062, 0.023], [-0.036, -0.115, 0.080], [-0.061, 0.030, 0.029], [-0.017, -0.058, -0.029], [0.084, 0.020, -0.015], [-0.115, -0.045, 0.068], [-0.195, -0.176, 0.400], [0.105, -0.010, -0.434], [-0.151, -0.083, 0.206], [-0.402, -0.243, -0.027], [0.604, -0.042, -0.080], [0.040, 0.556, -0.073]], "e_above_lowest_ev": 0.000, "total_charge": 3, "homo_energy_ev": -17.929, "e_lumo_ev": -9.70, "gap_ev": 8.22}



{"formula": "C17H27Cl2NO6Si", "method": "wB97M-V/def2-TZVPD", "elements": ["C", "C", "Cl", "C", "Cl", "Si", "C", "C", "C", "C", "N", "C", "C", "C", "C", "H", "H", "H", "H", "H", "H", "H", "H", "H", "H", "H", "H", "H", "H", "H", "H", "H", "H", "H", "C", "C", "O", "C", "O", "O", "H", "H", "H", "H", "C", "C", "O", "C", "O", "O", "H", "H", "H", "H"], "coordinates": [[2.835, -1.161, -1.826], [3.382, -1.775, -0.542], [3.694, -3.529, -0.848], [2.330, -1.658, 0.555], [2.901, -2.363, 2.101], [1.860, 0.161, 0.823], [1.118, 0.532, 2.507], [-0.090, -0.335, 2.950], [-0.799, -1.096, 1.838], [-2.104, -1.744, 2.336], [-2.400, -2.967, 1.597], [-2.235, -4.255, 2.009], [-2.566, -5.093, 0.960], [-2.956, -4.275, -0.118], [-2.838, -2.963, 0.299], [3.244, -1.701, -2.671], [1.756, -1.252, -1.882], [3.134, -0.120, -1.915], [4.304, -1.307, -0.222], [1.496, -2.268, 0.231], [0.896, 0.582, -0.217], [3.094, 0.970, 0.671], [0.851, 1.584, 2.562], [1.909, 0.406, 3.245], [-0.821, 0.327, 3.415], [0.217, -1.042, 3.714], [-1.052, -0.453, 1.000], [-0.175, -1.920, 1.514], [-2.013, -2.018, 3.382], [-2.941, -1.069, 2.204], [-1.892, -4.497, 2.995], [-2.528, -6.164, 0.979], [-3.278, -4.608, -1.086], [-3.028, -2.057, -0.239], [0.312, 1.226, -5.520], [0.907, 2.179, -4.502], [0.267, 1.763, -3.290], [-0.129, 0.477, -3.436], [-0.537, -0.204, -2.553], [0.011, 0.078, -4.720], [1.001, 0.958, -6.317], [-0.615, 1.604, -5.955], [1.985, 2.053, -4.390], [0.686, 3.224, -4.704], [-0.730, 3.812, 0.709], [-1.634, 4.184, 1.866], [-1.022, 5.379, 2.357], [-0.301, 5.937, 1.351], [0.188, 7.014, 1.388], [-0.221, 5.084, 0.299], [-1.255, 3.332, -0.113], [0.105, 3.181, 1.018], [-2.651, 4.416, 1.544], [-1.669, 3.429, 2.648]], "forces_ev_per_angstrom": [[0.393, -0.185, -0.126], [-0.725, -0.259, 0.075], [0.244, 0.092, 0.080], [0.397, 0.043, -0.224], [0.017, 0.093, 0.113], [-0.305, 0.437, 0.222], [-0.003, -0.675, 0.245], [-0.176, 0.533, -0.317], [-0.460, -0.302, 0.612], [0.459, -0.539, -0.331], [-0.321, 0.488, -0.301], [-0.016, -0.413, -0.404], [0.143, 0.328, 0.552], [0.089, 0.532, 0.075], [-0.031, -0.790, -0.081], [0.131, 0.052, -0.201], [-0.220, 0.043, 0.038], [-0.121, 0.216, 0.059], [0.309, -0.146, -0.043], [-0.291, 0.004, 0.054], [0.092, -0.047, -0.104], [0.054, -0.066, -0.021], [0.007, 0.233, -0.209], [0.175, 0.050, 0.049], [-0.077, 0.032, 0.204], [0.094, -0.148, 0.095], [0.232, 0.065, -0.274], [0.180, -0.025, -0.303], [-0.058, 0.039, 0.192], [-0.201, 0.178, 0.193], [0.064, 0.076, 0.208], [-0.015, -0.181, 0.035], [-0.059, 0.016, -0.172], [-0.002, 0.266, -0.003], [0.016, 0.066, -0.099], [0.068, 0.078, -0.072], [0.022, 0.025, -0.036], [0.023, 0.039, -0.029], [-0.071, -0.082, 0.093], [0.015, 0.035, 0.007], [0.005, -0.134, 0.056], [-0.005, 0.007, 0.028], [-0.007, -0.028, -0.001], [-0.082, 0.001, 0.118], [-0.039, -0.157, -0.061], [-0.065, -0.073, 0.019], [-0.013, -0.044, -0.024], [-0.030, -0.075, 0.003], [0.048, 0.106, -0.001], [-0.028, -0.030, 0.032], [0.053, 0.104, -0.087], [0.004, 0.019, 0.004], [0.013, 0.011, -0.022], [0.073, 0.093, 0.088]], "total_charge": 0, "homo_energy_ev": -8.064, "e_lumo_ev": 0.32, "gap_ev": 8.38}



{"formula": "C17H27ClN2O2S", "method": "wB97M-V/def2-TZVPD", "elements": ["C", "H", "H", "H", "C", "N", "C", "H", "H", "C", "N", "S", "O", "O", "C", "C", "C", "C", "C", "C", "H", "H", "Cl", "H", "H", "H", "C", "H", "H", "H", "C", "H", "H", "H", "C", "C", "H", "H", "H", "H", "C", "C", "C", "H", "H", "H", "H", "H", "H", "H"], "coordinates": [[-2.499, -0.558, 0.541], [-2.125, -1.017, -0.372], [-2.851, -1.346, 1.198], [-3.345, 0.074, 0.282], [-1.408, 0.302, 1.204], [-0.117, -0.358, 1.385], [0.588, -0.560, 0.132], [-0.091, -0.480, -0.724], [1.031, -1.552, 0.079], [1.727, 0.458, -0.098], [2.484, 0.003, -1.259], [1.950, -0.851, -2.563], [3.032, -0.778, -3.501], [1.477, -2.140, -2.155], [0.561, 0.060, -3.254], [0.784, 1.311, -3.795], [-0.276, 2.033, -4.314], [-1.550, 1.481, -4.283], [-1.772, 0.215, -3.760], [-0.703, -0.499, -3.247], [-0.826, -1.493, -2.846], [-2.767, -0.203, -3.758], [-2.877, 2.380, -4.917], [-0.123, 3.013, -4.740], [1.788, 1.705, -3.816], [3.222, 0.628, -1.539], [1.184, 1.872, -0.341], [1.997, 2.538, -0.626], [0.440, 1.878, -1.134], [0.736, 2.252, 0.572], [2.681, 0.488, 1.097], [3.420, 1.276, 0.974], [2.108, 0.672, 2.001], [3.197, -0.463, 1.180], [-0.204, -1.500, 2.299], [1.117, -2.241, 2.499], [0.968, -3.016, 3.248], [1.465, -2.726, 1.592], [1.886, -1.564, 2.855], [-0.944, -2.236, 1.941], [-0.651, -0.970, 3.669], [-1.983, -0.236, 3.596], [-1.884, 0.862, 2.547], [-1.161, 1.607, 2.885], [-2.847, 1.357, 2.415], [-2.780, -0.936, 3.340], [-2.227, 0.196, 4.569], [0.115, -0.283, 4.034], [-0.722, -1.803, 4.371], [-1.227, 1.150, 0.536]], "forces_ev_per_angstrom": [[0.314, 0.137, 0.114], [-0.016, -0.083, -0.126], [-0.081, -0.118, 0.019], [-0.116, 0.034, -0.040], [-0.317, 0.355, 0.025], [0.098, -0.050, -0.115], [0.153, 0.031, 0.173], [-0.075, -0.087, 0.137], [-0.105, 0.031, 0.037], [-0.442, 0.092, 0.475], [0.046, -0.425, -0.733], [0.259, 0.185, -0.054], [0.007, 0.274, -0.062], [-0.287, 0.204, 0.053], [0.405, -0.425, 0.228], [-0.018, 0.066, -0.086], [0.008, -0.061, 0.043], [0.196, -0.207, 0.130], [0.024, 0.142, -0.058], [0.018, -0.089, 0.022], [-0.100, -0.098, 0.058], [-0.085, -0.024, -0.011], [-0.172, 0.118, -0.082], [0.000, 0.077, -0.038], [0.109, 0.143, -0.037], [0.196, 0.054, -0.162], [0.004, -0.297, 0.051], [0.088, 0.099, -0.001], [-0.085, 0.038, -0.040], [-0.083, 0.103, 0.115], [-0.135, -0.093, -0.305], [0.123, 0.109, -0.012], [-0.009, 0.068, 0.097], [0.080, -0.127, 0.063], [0.186, -0.080, 0.412], [-0.267, 0.085, -0.196], [-0.002, -0.059, 0.048], [0.109, -0.079, -0.046], [0.131, 0.088, 0.057], [0.010, 0.035, 0.046], [-0.323, -0.206, -0.183], [0.200, 0.138, 0.014], [-0.080, -0.086, -0.155], [0.015, 0.079, -0.012], [-0.019, 0.071, -0.011], [-0.065, -0.039, 0.047], [-0.074, -0.039, -0.005], [0.127, 0.000, 0.020], [0.064, -0.037, 0.030], [-0.019, -0.048, 0.057]], "total_charge": 0, "homo_energy_ev": -8.472, "e_lumo_ev": 0.39, "gap_ev": 8.86}